Entry 1:
The following is a DFT calculation (ωB97M-V/def2-TZVPD) of CH4Cl2NOP as an isolated structure at a distorted geometry.

Summary:
Kohn-Sham gap in eV: 8.478
E_LUMO in eV: -1.27
Net charge: 0
Energy relative to the best compared isomer or geometry (same formula, charge and spin) in kJ/mol: 245.2

Atoms and positions in Å:
C 0.21766 -0.05889 -0.26638
N -0.79383 -0.68499 0.60640
O -2.87699 0.00829 -1.81563
P -2.83567 -0.02023 -0.36474
Cl -4.17656 -1.35215 0.46983
Cl -3.47052 1.75434 0.37498
H -0.09367 0.08241 -1.35482
H 0.61273 0.85218 0.28890
H 0.99882 -0.99528 -0.30725
H -0.88745 -0.37787 1.57077

Atomic charges from the Löwdin analysis, expressed in e, are listed below:
1. C -0.2434
2. N -0.1292
3. O -0.4317
4. P -0.0077
5. Cl 0.2421
6. Cl 0.2714
7. H 0.0756
8. H 0.0778
9. H 0.1189
10. H 0.0261

Entry 2:
The following is a DFT calculation (ωB97M-V/def2-TZVPD) of CH4Cl2O2SSi as an isolated structure at a distorted geometry.

Summary:
Kohn-Sham gap in eV: 8.764
E_LUMO in eV: -1.58
Net charge: 0
Energy relative to the best compared isomer or geometry (same formula, charge and spin) in kJ/mol: 208.1

Atoms and positions in Å:
C 0.06404 0.52928 1.48187
O -2.25223 0.01313 0.02146
O -0.67009 -1.81509 0.67212
Si 0.29772 -0.43804 -1.62317
S -0.91779 -0.45803 0.23027
Cl 1.90326 -1.56478 -1.38712
Cl 1.01570 2.30103 -1.36287
H -0.48543 1.30722 1.90855
H 0.41597 -0.31780 1.99948
H 0.96387 0.81334 0.91677
H -0.33501 -0.37026 -2.85736

Atomic charges from the Löwdin analysis, expressed in e, are listed below:
1. C -0.1273
2. O -0.3484
3. O -0.4138
4. Si 0.2409
5. S 0.4395
6. Cl 0.3962
7. Cl -0.1961
8. H 0.0513
9. H 0.0350
10. H 0.0004
11. H -0.0777

Entry 3:
The following is a DFT calculation (ωB97M-V/def2-TZVPD) of an isolated ion of composition CH4Cl2OP and charge +1 at a distorted geometry.

Summary:
Kohn-Sham gap in eV: 10.957
E_LUMO in eV: -5.88
Net charge: +1
Energy relative to the best compared isomer or geometry (same formula, charge and spin) in kJ/mol: 77.8

Atoms and positions in Å:
C -0.40028 -0.42999 0.34424
O 0.56556 1.84775 -0.51562
P 0.89496 0.85961 0.70293
Cl 2.99674 0.18313 0.41565
Cl 0.69115 1.85556 2.31907
H 0.03764 -1.35746 -0.03478
H -0.82555 -0.13347 -0.59749
H -1.11427 -0.52353 1.12428
H 1.11407 2.62700 -0.31331

Atomic charges from the Löwdin analysis, expressed in e, are listed below:
1. C -0.1319
2. O -0.2173
3. P 0.1951
4. Cl 0.3009
5. Cl 0.5667
6. H 0.0777
7. H 0.0629
8. H 0.0574
9. H 0.0886

Entry 4:
The following is a DFT calculation (ωB97M-V/def2-TZVPD) of CH4ClN2S as an isolated structure at a distorted geometry.

Summary:
Kohn-Sham gap in eV: 8.058
E_LUMO in eV: -5.79
Net charge: +1
Energy relative to the best compared isomer or geometry (same formula, charge and spin) in kJ/mol: 159.2

Atoms and positions in Å:
C 0.00064 0.25491 0.14840
N -1.23852 0.35052 -0.21542
N 0.88930 0.97288 0.72383
S 1.16886 -1.68296 -0.47087
Cl 0.03302 -2.96897 -1.46687
H -1.85201 1.18685 -0.02621
H -1.51391 -0.38113 -0.87976
H 0.81866 1.91985 1.05444
H 1.69396 0.34806 1.13246

Atomic charges from the Löwdin analysis, expressed in e, are listed below:
1. C -0.4160
2. N 0.1731
3. N 0.1462
4. S 0.3433
5. Cl 0.1411
6. H 0.1826
7. H 0.1175
8. H 0.1432
9. H 0.1691

Entry 5:
The following is a DFT calculation (ωB97M-V/def2-TZVPD) of one molecule with the formula CH4ClNO at a distorted geometry.

Summary:
Kohn-Sham gap in eV: 10.789
E_LUMO in eV: 0.61
Net charge: 0
Energy relative to the best compared isomer or geometry (same formula, charge and spin) in kJ/mol: 429.7

Atoms and positions in Å:
C -1.05937 -0.39482 0.06621
N 1.14532 0.60568 0.37012
O -0.23668 0.66673 -0.47968
Cl 2.26303 -0.50240 -0.37458
H -1.13723 -0.20143 1.10794
H -0.62095 -1.28923 -0.08574
H -2.00671 -0.34971 -0.68960
H 1.65258 1.46518 0.08533

Atomic charges from the Löwdin analysis, expressed in e, are listed below:
1. C -0.1209
2. N -0.3929
3. O -0.2713
4. Cl 0.5219
5. H 0.0636
6. H 0.0076
7. H 0.1520
8. H 0.0400

Entry 6:
The following is a DFT calculation (ωB97M-V/def2-TZVPD) of a 2-piece molecular cluster, CH4ClNO overall at a distorted geometry.

Summary:
Kohn-Sham gap in eV: 9.718
E_LUMO in eV: 0.63
Net charge: 0
Energy relative to the best compared isomer or geometry (same formula, charge and spin) in kJ/mol: 247.4

Atoms and positions in Å:
C 1.67910 0.92453 0.08579
N 2.33191 2.02724 0.03809
O -0.22436 -1.81213 0.11484
Cl 2.61194 -0.57764 0.09259
H 0.72301 -1.76054 0.21898
H 3.38683 2.10184 0.02850
H 1.94926 2.88612 0.30121
H -0.41937 -1.26949 -0.66656

Atomic charges from the Löwdin analysis, expressed in e, are listed below:
1. C -0.5507
2. N -0.0277
3. O -0.1094
4. Cl 0.5539
5. H -0.0941
6. H 0.1242
7. H 0.0727
8. H 0.0309

Entry 7:
The following is a DFT calculation (ωB97M-V/def2-TZVPD) of an isolated ion of composition CH4ClNO2P and charge -1 at a distorted geometry.

Summary:
Kohn-Sham gap in eV: 8.528
E_LUMO in eV: 3.84
Net charge: -1
Energy relative to the best compared isomer or geometry (same formula, charge and spin) in kJ/mol: 160.6

Atoms and positions in Å:
C -0.79057 0.21229 1.00022
N 0.28636 0.36019 0.07832
O 0.54040 2.54007 1.92925
O 2.77381 2.18664 0.72640
P 1.53569 1.64673 1.27887
Cl 2.19693 0.19228 2.41087
H -1.00529 1.12733 1.66319
H -1.71242 -0.14620 0.45694
H -0.47243 -0.52917 1.64573
H -0.16198 1.00192 -0.55129

Atomic charges from the Löwdin analysis, expressed in e, are listed below:
1. C -0.3624
2. N -0.1960
3. O -0.4416
4. O -0.4451
5. P -0.0235
6. Cl 0.3317
7. H 0.0656
8. H 0.0718
9. H -0.0046
10. H 0.0041

Entry 8:
The following is a DFT calculation (ωB97M-V/def2-TZVPD) of CH4ClOP as an isolated structure at a distorted geometry.

Summary:
Kohn-Sham gap in eV: 9.388
E_LUMO in eV: 0.70
Net charge: 0
Energy relative to the best compared isomer or geometry (same formula, charge and spin) in kJ/mol: 280.2

Atoms and positions in Å:
C -0.33261 -0.61856 -0.08079
O -0.05932 -0.84664 1.25288
P 0.83983 1.19443 -0.98543
Cl 1.03861 2.23744 0.67602
H -1.29607 -0.35332 -0.27900
H -0.17207 -1.52606 -0.72039
H 0.47858 -1.60802 1.28284
H -0.49695 1.52074 -1.14613

Atomic charges from the Löwdin analysis, expressed in e, are listed below:
1. C -0.3345
2. O -0.1014
3. P 0.3720
4. Cl 0.0874
5. H 0.0091
6. H 0.0787
7. H 0.0621
8. H -0.1736

Entry 9:
The following is a DFT calculation (ωB97M-V/def2-TZVPD) of one molecule with the formula CH4F2P2 at a distorted geometry.

Summary:
Kohn-Sham gap in eV: 10.383
E_LUMO in eV: 0.57
Net charge: 0
Energy relative to the best compared isomer or geometry (same formula, charge and spin) in kJ/mol: 0.2

Atoms and positions in Å:
C 0.69395 -0.63772 -0.01839
F 2.00811 -0.90945 2.23309
F 0.45291 -1.79034 -0.68621
P 0.45686 -0.92741 1.87139
P -0.48538 0.65578 -0.52399
H 1.65973 -0.43771 -0.35742
H 0.01978 0.41695 2.34682
H -1.45149 0.00416 0.21635
H -0.98583 0.28271 -1.86949

Atomic charges from the Löwdin analysis, expressed in e, are listed below:
1. C -0.8737
2. F -0.3807
3. F -0.1404
4. P 0.8507
5. P 0.7630
6. H 0.0447
7. H -0.0536
8. H -0.1370
9. H -0.0729

Entry 10:
The following is a DFT calculation (ωB97M-V/def2-TZVPD) of a 2-piece molecular cluster, CH4F2Si overall at a distorted geometry.

Summary:
Kohn-Sham gap in eV: 11.863
E_LUMO in eV: 0.98
Net charge: 0
Energy relative to the best compared isomer or geometry (same formula, charge and spin) in kJ/mol: 118.2

Atoms and positions in Å:
C -0.22191 -0.12955 0.60132
F 2.34722 -1.07400 0.50742
F 2.36815 1.23296 -0.20303
Si 1.41602 -0.04932 -0.26390
H -0.40963 -1.08367 0.88366
H -0.42072 0.39504 1.50933
H -0.85480 0.18872 -0.19487
H 0.99232 -0.42079 -2.11838

Atomic charges from the Löwdin analysis, expressed in e, are listed below:
1. C -0.1770
2. F -0.1430
3. F -0.1534
4. Si 0.3966
5. H -0.0074
6. H 0.0357
7. H 0.0083
8. H 0.0403